2 unconnected molecules or ions with the total composition C3H8OS, computed with the ωB97M-V functional and the def2-TZVPD basis.

```
! RIJCOSX wB97M-V def2-TZVPD def2/J DEFGRID3
* xyz -1 2
O 1.126 -2.481 -0.536
C 1.979 -2.061 0.332
H 2.428 -1.089 0.397
H 2.254 -2.717 1.181
C -0.927 1.358 0.653
C -0.526 0.316 -0.374
S -1.570 0.339 -1.848
H -0.833 2.388 0.299
H -1.969 1.233 0.956
H -0.301 1.279 1.544
H -0.612 -0.638 0.139
H 0.509 0.422 -0.679
H -1.556 1.651 -2.064
*
```

Lowest unoccupied orbital energy (spin up / spin down) (eV): 3.3 / 3.3
HOMO level (spin up / spin down) (eV): 0.330 / -2.865

Okay, here come the Löwdin numbers, in e, for every atom:
1. O -0.350
2. C -0.445
3. H -0.058
4. H -0.039
5. C -0.209
6. C -0.647
7. S 0.657
8. H 0.052
9. H 0.058
10. H 0.058
11. H 0.052
12. H 0.054
13. H -0.183

A molecular structure, C6H10O, computed with the ωB97M-V functional and the def2-TZVPD basis.

```
! RIJCOSX wB97M-V def2-TZVPD def2/J DEFGRID3
* xyz 0 1
C 0.845 -1.279 1.671
C 0.388 -0.293 0.763
C -0.962 0.364 0.562
C -0.360 0.954 -0.720
C -1.009 1.250 -1.991
O -0.553 2.287 -1.124
C 1.022 0.340 -0.459
H 1.910 -1.483 1.730
H 0.275 -1.464 2.576
H 0.556 -2.852 1.142
H 0.310 -1.725 0.644
H -1.832 -0.293 0.409
H -1.231 1.130 1.301
H -0.451 1.142 -2.922
H -2.092 1.160 -2.080
H 1.794 1.094 -0.253
H 1.390 -0.332 -1.249
*
```

Lowest unoccupied orbital energy (eV): 0.6
HOMO level (eV): -6.997

Okay, here come the Löwdin numbers, in e, for every atom:
1. C -0.112
2. C -0.342
3. C -0.047
4. C -0.442
5. C -0.073
6. O -0.003
7. C -0.047
8. H 0.092
9. H 0.092
10. H 0.091
11. H 0.089
12. H 0.117
13. H 0.120
14. H 0.115
15. H 0.115
16. H 0.120
17. H 0.117

A molecular structure, C19H43OP3PdS2, computed with the ωB97M-V functional and the def2-TZVPD basis.

```
! RIJCOSX wB97M-V def2-TZVPD def2/J DEFGRID3
* xyz 4 5
Pd -0.501 -0.760 0.140
P -0.527 -0.747 2.479
P 1.582 -1.696 -0.292
P -1.975 -1.896 -1.117
H -4.004 7.142 -4.258
C -4.890 6.544 -3.997
C -5.458 6.665 -2.793
H -5.021 7.344 -2.045
C 0.324 0.646 3.277
C 0.174 -2.237 3.262
C -2.250 -0.636 3.054
C 2.176 -1.328 -1.965
C 2.970 -1.160 0.761
C 1.598 -3.512 -0.188
C -3.487 -0.940 -1.371
C -2.465 -3.457 -0.326
C -1.387 -2.337 -2.768
H -5.260 5.863 -4.772
H -6.325 6.077 -2.478
H -0.154 1.583 2.963
H 1.374 0.673 2.958
H 0.258 0.544 4.368
H 1.252 -2.297 3.061
H -0.325 -3.133 2.874
H 0.012 -2.176 4.348
H -2.625 0.378 2.855
H -2.288 -0.840 4.132
H -2.865 -1.373 2.516
H 3.060 -1.944 -2.175
H 2.450 -0.265 -2.006
H 1.391 -1.535 -2.703
H 3.814 -1.848 0.587
H 2.675 -1.174 1.821
H 3.243 -0.133 0.470
H 2.622 -3.854 -0.387
H 0.918 -3.939 -0.938
H 1.295 -3.832 0.816
H -4.258 -1.539 -1.861
H -3.259 -0.062 -1.988
H -3.863 -0.589 -0.402
H -3.078 -4.067 -1.000
H -3.045 -3.251 0.582
H -1.577 -4.033 -0.038
H -2.178 -2.812 -3.355
H -0.535 -3.021 -2.716
H -1.066 -1.433 -3.297
C -2.090 2.895 -1.256
C -1.590 2.450 -2.484
C -1.809 3.197 -3.638
C -2.522 4.400 -3.538
C -2.945 4.865 -2.297
C -2.767 4.113 -1.151
S -1.731 1.995 0.199
H -0.389 2.010 -0.122
H -1.001 1.529 -2.504
H -1.458 2.837 -4.607
H -2.728 4.992 -4.426
H -3.510 5.782 -2.219
H -3.106 4.440 -0.171
C 2.684 2.994 -1.386
S 2.005 3.214 0.265
C 3.288 4.215 1.035
O 2.108 1.880 0.957
H 3.466 2.224 -1.323
H 3.075 3.966 -1.725
H 1.850 2.661 -2.021
H 2.902 4.522 2.015
H 4.151 3.557 1.154
H 3.517 5.090 0.427
*
```

Lowest unoccupied orbital energy (spin up / spin down) (eV): -10.5 / -15.2
HOMO level (spin up / spin down) (eV): -18.141 / -19.362

Okay, here come the Löwdin numbers, in e, for every atom:
1. Pd 0.301
2. P 0.721
3. P 0.702
4. P 0.696
5. H 0.133
6. C 0.165
7. C 0.183
8. H 0.130
9. C -0.231
10. C -0.221
11. C -0.228
12. C -0.229
13. C -0.230
14. C -0.221
15. C -0.233
16. C -0.214
17. C -0.227
18. H 0.132
19. H 0.133
20. H 0.042
21. H 0.029
22. H 0.086
23. H 0.041
24. H 0.060
25. H 0.081
26. H 0.047
27. H 0.079
28. H 0.048
29. H 0.082
30. H 0.035
31. H 0.036
32. H 0.084
33. H 0.035
34. H 0.025
35. H 0.078
36. H 0.048
37. H 0.051
38. H 0.080
39. H 0.040
40. H 0.053
41. H 0.081
42. H 0.057
43. H 0.048
44. H 0.083
45. H 0.047
46. H 0.050
47. C -0.618
48. C -0.119
49. C -0.031
50. C -0.041
51. C -0.066
52. C -0.073
53. S 0.810
54. H -0.151
55. H 0.097
56. H 0.131
57. H 0.110
58. H 0.068
59. H 0.122
60. C -0.155
61. S 1.055
62. C -0.141
63. O -0.338
64. H 0.093
65. H 0.100
66. H 0.068
67. H 0.094
68. H 0.100
69. H 0.097

A molecular structure, C57H57BrN2O3PS3W, computed with the ωB97M-V functional and the def2-TZVPD basis.

```
! RIJCOSX wB97M-V def2-TZVPD def2/J DEFGRID3
* xyz 1 1
W -1.233 0.232 0.845
O -0.301 1.303 -0.315
C -0.080 2.707 -0.661
C -1.453 3.353 -0.543
C -2.137 3.320 0.793
C -2.915 4.418 1.113
C -3.496 4.510 2.359
C -3.225 3.515 3.271
C -2.473 2.410 2.906
C -2.308 1.380 3.998
C -1.085 0.474 3.975
O -0.880 0.120 2.588
C 0.166 1.166 4.501
C 0.558 0.947 5.821
C 1.661 1.604 6.343
C 2.390 2.478 5.550
C 2.000 2.703 4.238
C 0.887 2.057 3.716
C -1.312 -0.870 4.659
C -0.340 -1.850 4.458
C -0.478 -3.108 5.015
C -1.588 -3.399 5.802
C -2.546 -2.424 6.022
C -2.412 -1.163 5.449
N -1.980 2.279 1.649
C 0.310 2.829 -2.136
C 0.097 1.804 -3.044
C 0.409 1.991 -4.388
C 0.903 3.206 -4.833
C 1.098 4.241 -3.926
C 0.810 4.052 -2.585
C 1.017 3.335 0.182
C 0.803 4.469 0.959
C 1.877 5.136 1.538
C 3.169 4.669 1.348
C 3.385 3.522 0.595
C 2.316 2.867 0.008
H -2.075 2.872 -1.295
H -1.365 4.394 -0.850
H -3.032 5.206 0.381
H -4.114 5.358 2.627
H -3.602 3.575 4.283
H -3.217 0.781 3.997
H -2.282 1.929 4.940
H 0.006 0.255 6.444
H 1.955 1.422 7.369
H 3.261 2.980 5.951
H 2.566 3.373 3.608
H 0.614 2.237 2.685
H 0.532 -1.614 3.856
H 0.281 -3.861 4.844
H -1.699 -4.380 6.245
H -3.407 -2.639 6.640
H -3.175 -0.423 5.652
H -0.267 0.842 -2.713
H 0.272 1.174 -5.084
H 1.145 3.346 -5.878
H 1.487 5.193 -4.261
H 0.993 4.858 -1.883
H -0.191 4.873 1.098
H 1.700 6.028 2.126
H 4.007 5.198 1.785
H 4.390 3.146 0.450
H 2.485 2.003 -0.625
C 1.290 -4.880 1.152
C 0.315 -3.771 0.898
C -0.986 -4.043 0.405
C -1.919 -3.053 0.201
C -1.438 -1.790 0.478
Br -3.640 -0.334 1.532
N -0.247 -1.529 0.867
C 0.686 -2.467 1.112
H 0.776 -5.816 1.363
H 1.947 -4.642 1.990
H 1.895 -5.023 0.254
H -1.245 -5.076 0.210
H -2.928 -3.245 -0.129
H 1.655 -2.158 1.455
S 0.620 -4.892 -2.190
P 0.867 -3.134 -3.067
S 0.561 -1.431 -2.052
C 2.534 -3.052 -3.817
C 3.268 -1.871 -3.844
C 4.515 -1.837 -4.456
C 5.031 -2.979 -5.051
C 4.299 -4.160 -5.030
C 3.058 -4.198 -4.413
C -0.219 -3.047 -4.544
C -0.774 -4.200 -5.088
C -1.575 -4.125 -6.222
C -1.825 -2.899 -6.822
C -1.271 -1.743 -6.285
C -0.472 -1.819 -5.154
H 2.854 -0.982 -3.381
H 5.082 -0.914 -4.472
H 6.002 -2.951 -5.529
H 4.699 -5.054 -5.491
H 2.494 -5.122 -4.376
H -0.586 -5.151 -4.606
H -2.004 -5.028 -6.637
H -2.448 -2.844 -7.706
H -1.457 -0.784 -6.753
H -0.035 -0.925 -4.726
C -4.881 0.251 -1.756
C -4.101 -0.570 -2.783
C -2.684 -0.628 -2.223
O -2.602 0.414 -1.171
C -3.820 1.202 -1.260
H -5.242 -0.372 -0.939
H -5.726 0.782 -2.193
H -4.103 -0.071 -3.752
H -4.510 -1.569 -2.923
H -1.920 -0.407 -2.960
H -2.431 -1.575 -1.767
H -3.653 1.996 -1.995
H -4.025 1.636 -0.285
C 3.328 -0.697 3.197
S 2.751 0.176 1.724
C 3.617 -0.729 0.402
H 3.023 -1.746 3.220
H 2.895 -0.182 4.056
H 4.413 -0.644 3.268
H 4.208 -0.024 -0.182
H 2.907 -1.224 -0.263
H 4.294 -1.457 0.845
*
```

Lowest unoccupied orbital energy (eV): -4.1
HOMO level (eV): -9.232

Löwdin atomic charge list, values in e, 99 entries:
1. W 1.706
2. O -0.292
3. C -0.354
4. C -0.057
5. C -0.244
6. C -0.005
7. C -0.002
8. C 0.007
9. C -0.237
10. C -0.092
11. C -0.359
12. O -0.344
13. C -0.151
14. C -0.016
15. C -0.059
16. C -0.066
17. C -0.059
18. C -0.050
19. C -0.173
20. C -0.023
21. C -0.052
22. C -0.066
23. C -0.058
24. C -0.023
25. N 0.045
26. C -0.159
27. C -0.036
28. C -0.050
29. C -0.069
30. C -0.062
31. C -0.024
32. C -0.181
33. C -0.029
34. C -0.069
35. C -0.081
36. C -0.062
37. C -0.064
38. H 0.111
39. H 0.140
40. H 0.133
41. H 0.128
42. H 0.131
43. H 0.074
44. H 0.145
45. H 0.123
46. H 0.111
47. H 0.111
48. H 0.091
49. H 0.082
50. H 0.106
51. H 0.109
52. H 0.110
53. H 0.111
54. H 0.114
55. H 0.008
56. H 0.095
57. H 0.109
58. H 0.109
59. H 0.124
60. H 0.109
61. H 0.112
62. H 0.113
63. H 0.115
64. H 0.122
65. C -0.047
66. C -0.250
67. C -0.027
68. C -0.039
69. C -0.442
70. Br 0.530
71. N -0.127
72. C -0.079
73. H 0.091
74. H 0.083
75. H 0.049
76. H 0.117
77. H 0.123
78. H 0.073
79. S 0.298
80. P 0.111
81. S 0.373
82. C -0.376
83. C -0.117
84. C -0.088
85. C -0.089
86. C -0.080
87. C -0.104
88. C -0.371
89. C -0.108
90. C -0.080
91. C -0.089
92. C -0.087
93. C -0.121
94. H 0.055
95. H 0.100
96. H 0.102
97. H 0.104
98. H 0.082
99. H 0.060

A single C8H10N3O2P molecule, computed with the ωB97M-V functional and the def2-TZVPD basis.

```
! RIJCOSX wB97M-V def2-TZVPD def2/J DEFGRID3
* xyz 0 1
C 0.018 -1.980 -1.134
C -0.274 -1.893 -2.450
C -0.001 -0.820 -0.299
C -0.341 0.390 -0.881
C -0.625 0.477 -2.288
C 0.443 2.159 0.642
C 1.370 1.193 1.342
C 0.553 0.050 1.965
N -0.585 -0.698 -3.005
N 0.298 -1.007 1.017
N -0.439 1.632 -0.244
O -0.885 1.535 -2.858
O 0.396 3.347 0.892
P -1.464 2.906 -0.920
H 0.265 -2.933 -0.696
H -0.266 -2.750 -3.106
H 2.093 0.784 0.632
H 1.907 1.747 2.111
H 1.097 -0.383 2.807
H -0.394 0.451 2.346
H -0.777 -0.616 -3.995
H 0.638 -1.924 1.256
H -1.980 3.221 0.359
H -2.547 2.041 -1.140
*
```

Lowest unoccupied orbital energy (eV): 0.5
HOMO level (eV): -7.818
SMILES string: O=C1CCNc2cc[nH]c(=O)c2N1P

Okay, here come the Löwdin numbers, in e, for every atom:
1. C -0.021
2. C -0.090
3. C -0.199
4. C -0.132
5. C -0.446
6. C -0.554
7. C -0.067
8. C -0.163
9. N 0.126
10. N 0.035
11. N -0.209
12. O -0.076
13. O 0.000
14. P 0.935
15. H 0.107
16. H 0.124
17. H 0.131
18. H 0.121
19. H 0.122
20. H 0.129
21. H 0.164
22. H 0.132
23. H -0.091
24. H -0.077

A molecular structure, C2H3Cl5, computed with the ωB97M-V functional and the def2-TZVPD basis.

```
! RIJCOSX wB97M-V def2-TZVPD def2/J DEFGRID3
* xyz 0 1
C 12.436 -18.948 -10.903
Cl 11.938 -17.491 -10.036
Cl 11.885 -18.812 -12.601
Cl 11.791 -20.463 -10.100
H 13.521 -18.966 -11.001
C 11.657 -22.466 -9.314
Cl 10.669 -23.385 -8.118
Cl 12.626 -23.418 -10.446
H 11.011 -21.810 -9.898
H 12.294 -21.733 -8.819
*
```

Lowest unoccupied orbital energy (eV): 0.4
HOMO level (eV): -10.621

Okay, here come the Löwdin numbers, in e, for every atom:
1. C -1.382
2. Cl 0.522
3. Cl 0.502
4. Cl 0.698
5. H 0.020
6. C -1.239
7. Cl 0.510
8. Cl 0.545
9. H -0.140
10. H -0.036

Asked for F_max across the records above, the calculation gives 1.7, 0.3, 4.1, 1.6, 1.0, 9.1 eV/A in order.
Asked for ΔE to the lowest compared entry with this formula, charge and spin across the records above, the calculation gives 4.74, 659.31, 0.00, 112.65, 0.00, 285.12 kJ/mol in order.
Asked for DFT total energy across the records above, the calculation gives -16121.7309, -8424.4071, -75421.4195, -182817.2578, -26312.5967, -64731.7460 eV in order.